(1)
Computed, not measured: a structure of composition C25H27Cl2SbY at a distorted geometry, with the ωB97M-V functional and the def2-TZVPD basis.

```
56
Properties=species:S:1:pos:R:3
Y 0.64 2.66 0.73
Cl 0.85 3.94 -1.40
Cl 2.36 2.87 2.48
C 1.17 0.35 -0.68
H 1.12 0.99 -1.59
H 2.18 0.01 -0.41
C -0.10 -0.03 -3.41
C 1.16 -0.52 -3.28
H -0.93 -0.46 -2.84
C 2.23 -0.16 -4.27
H 1.43 -1.25 -2.51
C 2.01 1.21 -4.92
H 3.24 -0.21 -3.83
H 2.20 -0.91 -5.08
C 0.56 1.40 -5.37
H 2.25 1.99 -4.19
H 2.68 1.33 -5.77
C -0.43 1.19 -4.22
H 0.44 2.40 -5.79
H 0.32 0.69 -6.17
H -0.42 2.10 -3.58
H -1.46 1.07 -4.59
C -1.45 3.66 2.37
C -1.74 3.52 1.00
C -1.78 2.23 0.42
C -1.32 1.13 1.18
C -1.18 1.26 2.57
C -1.26 2.53 3.17
Sb -0.45 -0.71 0.21
C 1.14 -1.57 1.51
C 1.87 -2.63 0.96
C 3.13 -2.95 1.48
C 3.64 -2.23 2.57
C 2.87 -1.23 3.16
C 1.60 -0.92 2.65
C -2.03 -1.80 1.44
C -1.70 -2.78 2.35
C -2.69 -3.32 3.19
C -4.02 -2.88 3.08
C -4.35 -1.90 2.13
C -3.35 -1.36 1.30
H -1.48 4.65 2.84
H -1.97 4.40 0.39
H -2.04 2.12 -0.64
H -1.03 0.39 3.22
H -1.16 2.61 4.25
H 1.49 -3.20 0.10
H 3.72 -3.75 1.02
H 4.64 -2.46 2.96
H 3.24 -0.68 4.02
H 1.03 -0.12 3.14
H -0.67 -3.14 2.44
H -2.42 -4.08 3.92
H -4.80 -3.30 3.73
H -5.38 -1.56 2.02
H -3.61 -0.59 0.58
```

Values from the calculation:
HOMO   -2.200 eV
Charge   -1


(2)
Computed, not measured: a cluster of 2 separate species, C25H27F3NO2 in total at a distorted geometry, with the ωB97M-V functional and the def2-TZVPD basis.

```
58
Properties=species:S:1:pos:R:3
C -4.23 -0.54 -0.46
O -3.81 0.40 0.55
C -2.54 0.79 0.41
O -1.85 0.44 -0.53
C -2.13 1.73 1.52
C -2.82 3.10 1.40
C -1.74 4.14 1.68
C -0.46 3.36 2.00
N -0.70 1.99 1.50
C 0.18 0.98 1.88
C 0.67 -0.01 1.06
C 1.67 -1.00 1.53
C 2.27 -0.78 2.92
C 1.25 -0.21 3.89
C 0.67 1.08 3.32
H -5.27 -0.76 -0.22
H -4.13 -0.09 -1.45
H -3.61 -1.44 -0.40
H -2.43 1.25 2.47
H -3.24 3.24 0.39
H -3.64 3.13 2.12
H -1.57 4.77 0.80
H -2.01 4.78 2.52
H 0.44 3.79 1.55
H -0.32 3.37 3.10
H 0.32 -0.05 0.03
H 1.21 -2.00 1.51
H 2.52 -0.99 0.83
H 2.68 -1.72 3.29
H 3.10 -0.07 2.82
H 0.43 -0.93 4.05
H 1.71 -0.01 4.86
H 1.47 1.85 3.35
H -0.14 1.44 3.97
F -2.39 -2.38 -4.48
C -1.49 -2.88 -3.57
C -1.36 -4.26 -3.47
C -0.44 -4.74 -2.53
F -0.30 -6.10 -2.37
C 0.35 -3.90 -1.76
C 0.25 -2.49 -1.94
C 1.19 -1.67 -1.25
C 1.97 -0.63 -1.83
C 3.30 -0.39 -1.36
C 3.98 0.77 -1.69
C 3.41 1.70 -2.57
C 2.18 1.39 -3.14
F 1.65 2.26 -4.07
C 1.47 0.23 -2.85
C -0.75 -1.98 -2.80
H -1.93 -4.94 -4.09
H 1.08 -4.30 -1.05
H 1.63 -2.22 -0.42
H 3.77 -1.15 -0.73
H 4.96 0.95 -1.26
H 3.93 2.61 -2.85
H 0.55 0.01 -3.37
H -0.97 -0.92 -2.83
```

Values from the calculation:
HOMO   -10.564 eV
Charge   +1


(3)
Computed, not measured: a structure of composition C25H27GeN2O2PtS2 at a distorted geometry, with the ωB97M-V functional and the def2-TZVPD basis.

```
60
Properties=species:S:1:pos:R:3
Pt 0.43 0.32 0.20
O 3.17 0.09 0.68
S 3.13 -1.13 -0.10
O 3.86 -2.26 0.42
N 1.58 -1.42 -0.37
C 1.08 -2.47 -1.05
C 1.84 -3.44 -1.70
C 1.22 -4.50 -2.35
C -0.15 -4.63 -2.39
C -0.96 -3.67 -1.76
C -2.37 -3.75 -1.71
C -3.08 -2.79 -1.02
C -2.37 -1.72 -0.45
N -1.07 -1.61 -0.52
C -0.35 -2.58 -1.11
C 3.83 -0.71 -1.71
C 4.78 -1.50 -2.33
C 5.25 -1.15 -3.58
C 4.78 0.00 -4.19
C 3.85 0.81 -3.55
C 3.37 0.45 -2.30
H 2.91 -3.36 -1.67
H 1.84 -5.23 -2.84
H -0.62 -5.47 -2.87
H -2.87 -4.57 -2.21
H -4.15 -2.85 -0.91
H -2.88 -0.93 0.08
H 5.15 -2.37 -1.81
H 5.99 -1.76 -4.07
H 5.13 0.27 -5.18
H 3.52 1.73 -4.01
H 2.65 1.06 -1.77
S -1.23 0.29 2.03
C -0.57 0.84 3.55
C -0.81 2.15 3.95
C -0.39 2.59 5.19
C 0.25 1.72 6.06
C 0.48 0.40 5.67
C 0.07 -0.04 4.42
H -1.33 2.81 3.27
H -0.59 3.61 5.49
H 0.57 2.06 7.04
H 0.97 -0.29 6.34
H 0.23 -1.07 4.12
C -2.71 0.96 -2.67
Ge -0.81 1.55 -2.64
C 0.28 0.12 -3.51
C -0.67 3.16 -3.86
C -0.24 2.06 -0.81
H -3.15 1.04 -3.66
H -3.31 1.57 -1.99
H -2.78 -0.07 -2.34
H -0.31 -0.44 -4.23
H 0.62 -0.57 -2.75
H 1.15 0.52 -4.03
H -0.94 2.91 -4.87
H 0.35 3.54 -3.87
H -1.31 3.97 -3.52
H -1.12 2.48 -0.30
H 0.53 2.84 -0.85
```

Values from the calculation:
Energy above the lowest of the compared OMol25 structures with the same formula, charge and spin   212.4 kJ/mol
HOMO (alpha / beta)   -3.879 / -3.836 eV
Charge   -1


(4)
Computed, not measured: a structure of composition C25H27GeO9Ti, with the ωB97M-V functional and the def2-TZVPD basis.

```
63
Properties=species:S:1:pos:R:3
Ti -0.22 0.05 -0.50
C 0.69 -2.10 1.41
C -0.22 -1.40 2.41
O -0.89 -0.35 1.70
C -1.30 0.79 2.46
C -1.33 1.97 1.50
O -1.60 1.54 0.15
C -2.97 1.31 -0.23
C -3.33 -0.14 -0.01
O -2.25 -0.94 -0.54
C -2.26 -2.29 -0.05
C -0.90 -2.90 -0.28
O 0.15 -1.98 0.07
H 0.82 -3.15 1.65
H 1.65 -1.61 1.37
H 0.39 -0.99 3.21
H -0.97 -2.07 2.84
H -0.58 0.99 3.25
H -2.27 0.58 2.91
H -0.36 2.45 1.45
H -2.08 2.71 1.81
H -3.05 1.59 -1.28
H -3.64 1.95 0.36
H -4.26 -0.38 -0.53
H -3.44 -0.38 1.05
H -3.02 -2.87 -0.57
H -2.51 -2.26 1.01
H -0.76 -3.15 -1.32
H -0.81 -3.82 0.31
O 5.23 2.93 -0.76
C 4.18 2.38 -0.70
C 3.17 2.20 -1.86
O 3.30 2.60 -2.99
C 2.07 1.45 -1.26
C 2.25 1.21 0.07
O 1.29 0.58 0.70
C 3.54 1.74 0.56
O 4.00 1.69 1.66
O 0.93 1.01 -1.78
Ge -0.43 -0.95 -3.09
C 1.13 -1.16 -4.21
C 1.95 -0.11 -4.62
C 3.07 -0.38 -5.40
C 3.37 -1.68 -5.77
C 2.55 -2.73 -5.36
C 1.44 -2.47 -4.58
C -1.78 0.44 -3.35
C -3.11 0.01 -3.41
C -4.14 0.91 -3.64
C -3.85 2.26 -3.79
C -2.54 2.70 -3.74
C -1.50 1.80 -3.52
H -1.19 -2.31 -3.16
H 1.74 0.91 -4.33
H 3.70 0.44 -5.72
H 4.24 -1.88 -6.38
H 2.78 -3.75 -5.65
H 0.80 -3.28 -4.27
H -3.34 -1.04 -3.29
H -5.16 0.56 -3.70
H -4.65 2.97 -3.97
H -2.32 3.75 -3.88
H -0.48 2.15 -3.51
```

Values from the calculation:
Energy above the lowest of the compared OMol25 structures with the same formula, charge and spin   41.1 kJ/mol
HOMO (alpha / beta)   -10.726 / -10.724 eV
Charge   +1